#one
Below is a cluster of 21 separate species, H42O21 in total, with properties calculated with wB97M-V/def2-TZVPD.

Element x y z (Å)
O1 2.353 -3.466 2.574
H1 3.143 -3.492 2.034
H2 1.749 -2.769 2.337
O2 -1.816 -3.551 0.214
H3 -2.064 -3.980 -0.607
H4 -2.585 -3.105 0.589
O3 0.312 -1.453 0.896
H5 -0.248 -2.046 0.362
H6 0.525 -0.720 0.283
O4 0.343 -3.523 -4.195
H7 0.137 -4.088 -3.456
H8 1.130 -2.998 -4.297
O5 1.989 2.164 1.238
H9 1.566 2.661 1.967
H10 2.434 2.745 0.600
O6 0.606 -1.401 3.536
H11 0.684 -2.295 3.879
H12 0.136 -1.471 2.675
O7 0.532 -5.052 1.346
H13 -0.269 -4.529 1.256
H14 1.074 -4.750 2.094
O8 3.006 3.973 -0.880
H15 3.148 3.983 -1.830
H16 2.680 4.835 -0.607
O9 3.819 -2.400 -0.032
H17 4.744 -2.631 0.110
H18 3.741 -1.603 0.518
O10 -0.350 0.975 0.966
H19 -0.116 0.372 1.684
H20 0.458 1.544 0.910
O11 -2.568 0.032 4.662
H21 -1.843 -0.540 4.971
H22 -2.763 -0.469 3.860
O12 -4.405 0.766 -2.000
H23 -4.797 0.561 -1.147
H24 -3.435 0.614 -1.913
O13 1.822 0.045 -0.852
H25 2.096 -0.739 -0.371
H26 2.122 0.847 -0.415
O14 -2.986 0.589 0.948
H27 -2.920 1.405 0.436
H28 -2.036 0.343 0.978
O15 -3.936 -1.740 1.525
H29 -4.415 -1.376 0.780
H30 -3.557 -1.062 2.083
O16 0.714 1.620 -3.568
H31 1.314 1.268 -4.221
H32 0.726 2.510 -3.227
O17 0.077 5.031 -0.982
H33 -0.193 4.163 -0.665
H34 1.016 4.923 -1.092
O18 -1.844 0.251 -2.594
H35 -1.312 0.759 -3.229
H36 -0.925 -0.063 -2.293
O19 4.170 -0.693 -2.382
H37 4.261 -1.421 -1.751
H38 3.203 -0.505 -2.369
O20 -0.342 3.221 1.994
H39 -0.847 3.696 2.653
H40 -0.811 2.770 1.267
O21 -2.666 3.637 -2.081
H41 -2.282 4.276 -2.692
H42 -3.498 3.355 -2.477

## Properties
Lowest unoccupied orbital energy in hartree: -0.02201
E_HOMO in eV: -10.31

#two
Below is a cluster of 21 separate species, H42O21 in total, with properties calculated with wB97M-V/def2-TZVPD.

Element x y z (Å)
O1 0.844 -0.171 -0.618
H1 1.889 -0.282 -0.814
H2 0.443 -0.786 -1.302
O2 3.278 -2.592 1.997
H3 3.981 -3.021 1.529
H4 2.572 -3.210 2.037
O3 -0.497 3.895 0.115
H5 -0.055 3.201 0.559
H6 -0.975 3.546 -0.610
O4 3.857 -0.710 0.029
H7 3.921 -1.052 0.936
H8 3.816 0.124 0.317
O5 -1.343 -2.138 0.259
H9 -0.713 -1.648 0.684
H10 -2.114 -1.714 0.759
O6 -0.748 0.017 2.133
H11 -1.408 0.481 2.781
H12 -0.788 0.006 1.278
O7 0.042 -5.197 0.223
H13 -0.114 -4.509 -0.277
H14 -0.296 -5.048 1.172
O8 -2.750 2.398 3.005
H15 -3.661 2.914 2.901
H16 -2.519 2.718 3.914
O9 3.823 0.329 2.434
H17 3.644 1.209 2.232
H18 3.206 -0.425 2.608
O10 2.818 2.779 0.386
H19 2.988 2.380 1.291
H20 1.919 3.050 0.424
O11 1.173 2.086 3.684
H21 0.530 2.694 3.228
H22 0.919 1.219 3.403
O12 -3.087 -0.964 -1.318
H23 -2.449 -1.490 -1.804
H24 -3.654 -1.637 -0.980
O13 -2.671 2.047 -0.234
H25 -3.299 2.199 -0.900
H26 -2.338 1.059 -0.223
O14 -0.837 -0.637 -3.252
H27 -0.269 -0.690 -3.934
H28 -1.248 0.184 -2.939
O15 -1.941 -4.285 -2.752
H29 -1.142 -4.538 -2.358
H30 -1.714 -3.701 -3.607
O16 4.145 -0.118 -3.014
H31 3.735 -0.549 -2.369
H32 4.774 0.383 -2.701
O17 1.427 3.469 -1.354
H33 0.661 3.258 -1.886
H34 1.645 4.292 -1.091
O18 -4.078 -0.981 1.250
H35 -4.257 -0.133 0.944
H36 -4.500 -1.494 0.700
O19 -2.674 -3.326 3.251
H37 -2.809 -2.944 2.593
H38 -2.128 -2.820 3.836
O20 -1.709 2.496 -3.036
H39 -1.250 3.240 -3.407
H40 -2.258 2.277 -3.753
O21 1.237 1.444 -3.172
H41 1.025 0.642 -2.719
H42 1.812 1.904 -2.580

## Properties
Lowest unoccupied orbital energy in hartree: -0.00665
E_HOMO in eV: -10.32

#three
Below is a cluster of 21 separate species, H42O21 in total, with properties calculated with wB97M-V/def2-TZVPD.

Element x y z (Å)
O1 0.338 1.131 -2.642
H1 0.526 0.195 -2.577
H2 0.778 1.517 -1.884
O2 -2.574 4.556 0.804
H3 -2.504 5.494 0.980
H4 -2.977 4.504 -0.063
O3 -1.108 3.132 -3.561
H5 -1.393 3.227 -2.652
H6 -0.603 2.319 -3.571
O4 -0.352 -0.406 0.140
H7 0.356 -0.724 -0.419
H8 -0.110 0.497 0.344
O5 1.748 -4.055 -0.898
H9 2.405 -3.908 -0.218
H10 1.057 -4.553 -0.461
O6 -3.084 0.205 0.710
H11 -2.296 -0.273 0.453
H12 -2.767 0.895 1.292
O7 -2.029 2.235 2.194
H13 -2.261 2.908 1.554
H14 -1.089 2.351 2.335
O8 -4.131 -2.112 -2.341
H15 -4.344 -1.222 -2.620
H16 -3.373 -2.356 -2.872
O9 -0.154 -5.383 0.504
H17 -0.746 -4.638 0.402
H18 -0.732 -6.130 0.656
O10 4.315 0.162 -1.943
H19 5.081 0.361 -2.480
H20 4.318 0.834 -1.261
O11 3.189 3.521 -1.790
H21 3.289 2.874 -1.091
H22 3.940 4.105 -1.685
O12 3.121 -0.384 0.955
H23 3.614 0.385 0.672
H24 2.579 -0.614 0.201
O13 0.881 2.341 -0.281
H25 0.603 2.592 0.599
H26 1.194 3.156 -0.675
O14 0.634 2.501 2.374
H27 0.799 3.398 2.663
H28 1.357 1.993 2.743
O15 -2.361 -5.541 -2.210
H29 -3.213 -5.468 -2.640
H30 -2.248 -4.704 -1.758
O16 1.774 -1.090 -1.497
H31 1.666 -1.984 -1.824
H32 2.629 -0.815 -1.828
O17 2.379 0.690 3.350
H33 2.220 0.015 4.010
H34 2.787 0.221 2.622
O18 3.145 -3.353 1.498
H35 3.068 -2.415 1.323
H36 3.634 -3.405 2.319
O19 -1.806 -3.174 -0.529
H37 -1.399 -2.330 -0.335
H38 -2.705 -2.956 -0.774
O20 -0.299 2.474 5.607
H39 -0.806 3.088 5.076
H40 -0.303 1.660 5.103
O21 -5.589 0.857 -0.582
H41 -5.278 0.590 -1.447
H42 -4.791 1.012 -0.077

## Properties
Lowest unoccupied orbital energy in hartree: -0.03532
E_HOMO in eV: -10.50

Stability ranking, top and bottom: #three is the most stable and #two is the least stable.

#one
Below is a cluster of 4 separate species, C3H14NO4 in total, with properties calculated with wB97M-V/def2-TZVPD.

Element x y z (Å)
C1 1.202 0.216 -0.090
O1 1.065 0.168 -1.498
C2 0.711 1.605 0.424
C3 0.833 1.577 1.908
N1 -0.635 1.957 0.038
H1 0.466 -0.538 0.482
H2 2.259 0.174 0.114
H3 1.325 2.350 -0.148
H4 0.195 0.906 2.492
H5 0.574 2.518 2.350
H6 1.851 1.474 2.233
H7 -0.753 1.870 -0.994
H8 -1.250 1.173 0.276
H9 -1.685 -1.402 -2.337
H10 0.316 -0.530 -1.538
O2 -1.080 -1.360 -1.585
H11 -0.137 -2.744 -1.233
H12 1.248 -3.096 -1.266
O3 0.399 -3.553 -1.052
H13 -2.398 -1.369 1.111
H14 -1.951 -0.807 -0.230
O4 -2.554 -0.590 0.544

## Properties
Charge: -1
Lowest unoccupied orbital energy in hartree: 0.14262
E_HOMO in eV: -5.10

#two
Below is a cluster of 4 separate species, C3H14NO4 in total, with properties calculated with wB97M-V/def2-TZVPD.

Element x y z (Å)
C1 -0.735 -0.905 -0.887
O1 -1.357 0.165 -1.627
C2 0.787 -0.783 -1.150
C3 1.561 -1.532 -0.033
N1 1.484 0.540 -1.177
H1 -0.981 -0.733 0.171
H2 -1.085 -1.913 -1.367
H3 1.046 -1.301 -2.127
H4 1.445 -0.917 0.921
H5 2.706 -1.484 -0.279
H6 1.216 -2.647 0.033
H7 0.980 1.175 -1.788
H8 1.380 0.967 -0.176
H9 -1.095 2.511 0.684
H10 -1.163 0.911 -0.877
O2 -0.899 1.561 0.604
H11 -2.466 0.746 1.263
H12 -3.138 -0.607 0.757
O3 -3.174 0.081 1.459
H13 1.349 1.041 2.547
H14 0.594 1.606 1.329
O4 1.543 1.520 1.720

## Properties
Charge: -1
Lowest unoccupied orbital energy in hartree: 0.14521
E_HOMO in eV: -5.09

Stability ranking, top and bottom: #one is the most stable and #two is the least stable.